# 1
Entry from OMol25: one molecule with the formula C9H11Cl2NO in a non-equilibrium geometry (ωB97M-V/def2-TZVPD).

Positions of all 24 atoms, in Å:
O -2.207 -0.497 1.781
C -2.231 0.191 0.536
C -3.622 0.510 0.021
Cl -4.529 -0.931 -0.548
C -1.469 -0.661 -0.548
N -0.145 -1.133 -0.012
C 1.041 -0.415 -0.068
C 1.108 1.039 -0.062
C 2.331 1.673 -0.197
C 3.545 0.974 -0.274
C 3.449 -0.411 -0.105
Cl 5.058 -1.255 0.106
C 2.262 -1.151 -0.136
H -1.281 -0.849 1.924
H -1.744 1.155 0.737
H -4.195 0.962 0.822
H -3.499 1.070 -0.852
H -2.063 -1.548 -0.851
H -1.210 -0.060 -1.428
H 0.017 -2.127 -0.193
H 0.132 1.542 0.099
H 2.333 2.732 -0.271
H 4.487 1.421 -0.396
H 2.433 -2.232 -0.085

Values from the calculation:
E_LUMO = 0.655 eV
HOMO = -8.41 eV
orbital gap = 9.063 eV
total energy = -1399.9094 a.u.

Löwdin population analysis, charges in e, atoms 1 to 4: -0.055, -0.444, -0.496, 0.576

---

# 2
Entry from OMol25: one molecule with the formula C23H34N4O6 (ωB97M-V/def2-TZVPD).

Positions of all 67 atoms, in Å:
C 1.606 5.708 -0.143
C 2.262 4.336 -0.148
O 1.231 3.370 -0.102
C 1.563 2.039 -0.093
C 2.855 1.546 -0.126
C 3.119 0.174 -0.115
N 4.424 -0.329 -0.116
C 4.775 -1.250 -1.188
C 6.026 -2.032 -0.788
O 7.100 -1.166 -0.498
C 6.750 -0.277 0.534
C 5.526 0.568 0.164
C 2.027 -0.707 -0.050
O 2.194 -2.080 -0.019
C 2.711 -2.583 1.205
C 1.717 -2.454 2.354
C 0.731 -0.215 -0.040
C 0.480 1.145 -0.062
N -0.805 1.702 -0.041
C -1.996 1.071 0.055
O -2.167 -0.123 0.136
C -3.178 2.061 0.044
N -4.405 1.335 0.218
C -4.778 0.800 1.462
O -4.237 1.037 2.509
N -5.885 0.057 1.231
C -6.215 -0.050 -0.168
C -6.155 -1.490 -0.700
C -4.768 -2.145 -0.571
C -4.908 -3.607 -0.148
C -3.996 -2.057 -1.885
C -5.181 0.874 -0.805
O -5.078 1.183 -1.964
H 2.369 6.481 -0.177
H 0.955 5.813 -1.006
H 1.013 5.833 0.759
H 2.860 4.205 -1.061
H 2.920 4.226 0.725
H 3.681 2.234 -0.182
H 3.948 -1.936 -1.364
H 4.984 -0.693 -2.115
H 6.359 -2.668 -1.609
H 5.803 -2.656 0.091
H 7.620 0.362 0.698
H 6.532 -0.840 1.455
H 5.269 1.207 1.011
H 5.779 1.195 -0.707
H 3.647 -2.069 1.458
H 2.925 -3.636 1.001
H 0.783 -2.946 2.096
H 1.510 -1.406 2.558
H 2.127 -2.915 3.249
H -0.089 -0.911 0.000
H -0.793 2.713 -0.081
H -3.070 2.775 0.865
H -3.224 2.580 -0.917
H -6.272 -0.550 1.932
H -7.218 0.356 -0.357
H -6.895 -2.071 -0.144
H -6.460 -1.473 -1.747
H -4.187 -1.623 0.195
H -5.393 -3.688 0.823
H -3.928 -4.071 -0.077
H -5.498 -4.160 -0.877
H -2.979 -2.413 -1.745
H -3.946 -1.032 -2.238
H -4.477 -2.664 -2.651

Values from the calculation:
E_LUMO = 0.588 eV
HOMO = -7.56 eV
orbital gap = 8.149 eV
total energy = -1567.3463 a.u.

Löwdin population analysis, charges in e, atoms 1 to 4: -0.062, -0.256, -0.064, -0.194

---

# 3
Entry from OMol25: a 2-piece molecular cluster, C3H7IN2O2S overall in a non-equilibrium geometry (ωB97M-V/def2-TZVPD).

Positions of all 16 atoms, in Å:
C 1.300 -0.460 0.406
C -1.625 -0.509 -1.096
C 0.717 -0.582 -0.947
N 0.078 -1.500 1.934
N -0.540 0.163 -1.114
O 0.100 2.023 0.738
O 2.543 1.707 0.038
S 1.681 1.103 1.088
I -1.208 -0.161 2.758
H -1.764 -1.388 -1.669
H -0.441 -2.219 1.340
H -2.584 -0.157 -0.915
H 1.514 -0.268 -1.742
H 0.630 -1.664 -1.281
H 0.220 2.873 0.935
H -0.621 1.038 -0.473

Values from the calculation:
E_LUMO = -1.450 eV
HOMO = -7.96 eV
orbital gap = 6.511 eV
total energy = -1074.0891 a.u.

Löwdin population analysis, charges in e, atoms 1 to 4: -0.323, 0.091, -0.303, -0.581

---

# 4
Entry from OMol25: one molecule with the formula C2H2N4 in a non-equilibrium geometry (ωB97M-V/def2-TZVPD).

Positions of all 8 atoms, in Å:
C -0.257 0.828 -0.581
N 0.958 0.298 -0.929
C 0.879 -0.903 -0.402
N -0.349 -1.113 0.168
N -0.663 -0.273 1.195
N -0.631 0.933 0.747
H -0.842 1.387 -1.316
H 1.512 -1.743 -0.695

Values from the calculation:
E_LUMO (spin up / spin down) = -1.958 / -1.585 eV
HOMO (spin up / spin down) = -8.87 / -9.54 eV
orbital gap (spin up / spin down) = 6.909 / 7.957 eV
total energy = -296.2257 a.u.

Löwdin population analysis, charges in e, atoms 1 to 4: -0.174, 0.123, -0.201, -0.060